{
  "formula": "C3H7N2O2",
  "method": "ωB97M-V/def2-TZVPD",
  "energy_ev": -10301.2010,
  "relative_energy_kcal_mol": 10.01,
  "homo_lumo_gap_ev": 8.214,
  "total_charge": -1,
  "symbols": ["N", "C", "O", "O", "H", "H", "C", "C", "N", "H", "H", "H", "H", "H"],
  "xyz": [[-3.00, 0.09, 1.75], [-1.70, 0.14, 1.17], [-0.73, 0.19, 1.97], [-1.66, 0.16, -0.08], [-3.02, -0.39, 2.64], [-3.69, -0.28, 1.11], [1.62, -1.00, -1.70], [1.43, -0.09, -0.74], [2.15, 1.07, -0.59], [2.34, -0.90, -2.51], [0.98, -1.87, -1.70], [0.66, -0.23, 0.01], [2.87, 1.29, -1.25], [1.75, 1.83, -0.07]],
  "lowdin_charge": [0.067, -0.868, -0.114, -0.107, 0.048, 0.048, -0.063, -0.300, 0.037, 0.017, 0.024, 0.068, 0.068, 0.077]
}